(1)
Computed, not measured: C21H21I3N4O2 as an isolated structure at a distorted geometry, with the ωB97M-V functional and the def2-TZVPD basis.

HOMO-LUMO gap (eV): 8.33
HOMO (eV): -9.1
Energy above the lowest of the compared OMol25 structures with the same formula, charge and spin (kcal per mole): 8.4
Lowest unoccupied orbital energy (eV): -0.7

ORCA input file:
```
! RIJCOSX wB97M-V def2-TZVPD def2/J DEFGRID3
* xyz 0 1
C -3.76131 2.85033 1.44046
C -2.39001 2.28722 1.50677
I -1.13017 3.34943 2.81852
C -1.97147 1.24609 0.80664
I -3.44419 0.33821 -0.43917
C -0.56760 0.62661 0.82511
I -0.09476 -0.19511 2.77930
C -0.57199 -0.56620 -0.00512
N -0.56886 -1.52009 -0.67437
C 0.55664 1.52017 0.19136
C -0.00265 2.69032 -0.45960
N -0.46700 3.62520 -0.97032
C 1.72940 1.96319 1.08205
C 2.83047 0.89840 1.04104
C 3.60620 0.74452 2.34210
C 3.99586 2.03551 2.97917
O 3.69866 2.29123 4.12136
O 4.71787 2.89966 2.23580
H -4.47269 2.21802 1.95015
H -4.06142 2.98865 0.41762
H -3.76615 3.82956 1.88584
H 1.01337 0.96075 -0.61043
H 2.13927 2.84416 0.61137
H 1.45205 2.26117 2.07783
H 3.51958 1.15343 0.26111
H 2.41988 -0.06103 0.76655
H 3.10605 0.15443 3.08786
H 4.52530 0.22169 2.10312
H 5.28193 3.35917 2.86000
N -6.17982 -3.72769 -0.96660
C -4.98172 -3.25013 -0.63920
C -4.13811 -3.84435 0.28584
C -4.56586 -5.00303 0.91120
C -5.81088 -5.51601 0.58558
C -6.57370 -4.84311 -0.35661
H -4.68621 -2.34164 -1.15019
H -3.17289 -3.40827 0.50645
H -3.93859 -5.49923 1.64053
H -6.18380 -6.41822 1.05032
H -7.55259 -5.21151 -0.64295
N 2.93086 0.45026 -2.09076
C 3.18945 1.44418 -2.94060
C 3.83359 1.26857 -4.15430
C 4.23417 -0.00972 -4.50577
C 3.97440 -1.05488 -3.63477
C 3.32119 -0.77264 -2.44632
H 2.86014 2.42903 -2.62501
H 4.01500 2.11180 -4.80558
H 4.74042 -0.18909 -5.44519
H 4.26942 -2.06744 -3.87098
H 3.09327 -1.56160 -1.73723
*
```

=====

(2)
Computed, not measured: a 11-piece molecular cluster, C40H111N9O11 overall at a distorted geometry, with the ωB97M-V functional and the def2-TZVPD basis.

HOMO-LUMO gap (eV): 8.76
HOMO (eV): -8.3
Energy above the lowest of the compared OMol25 structures with the same formula, charge and spin (kcal per mole): 0.0
SMILES: COC[C@H](C)N.COC[C@H](C)N.COC[C@H](C)N.COC[C@H](C)N.COC[C@H](C)N.COC[C@H](C)N.COC[C@H](C)N.COC[C@H](C)N.COC[C@H](C)N.CCO.CCO
Lowest unoccupied orbital energy (eV): 0.5

ORCA input file:
```
! RIJCOSX wB97M-V def2-TZVPD def2/J DEFGRID3
* xyz 0 1
C -7.81365 -10.38987 -31.77563
O -6.72926 -9.49769 -31.71154
C -5.50884 -10.14082 -31.43434
C -4.42963 -9.08246 -31.34114
C -3.02730 -9.67152 -31.30258
N -4.65351 -8.15430 -30.22217
H -7.66339 -11.13936 -32.56076
H -8.71131 -9.81277 -31.99145
H -7.95444 -10.89818 -30.81242
H -5.60626 -10.67462 -30.47482
H -5.27925 -10.88052 -32.21545
H -4.55979 -8.43898 -32.22201
H -2.90605 -10.37678 -32.12827
H -2.89346 -10.20769 -30.36103
H -2.28388 -8.88714 -31.42464
H -4.84790 -8.66667 -29.36290
H -5.51872 -7.66063 -30.42886
C -1.99587 2.63276 -34.17131
O -1.25239 1.50496 -33.78424
C -2.03327 0.34722 -33.58678
C -2.79517 0.32069 -32.26826
C -1.87760 0.32394 -31.06842
N -3.63108 -0.86724 -32.24184
H -2.60171 2.40183 -35.05949
H -1.30564 3.43437 -34.41976
H -2.66538 2.97282 -33.37547
H -2.76146 0.25632 -34.40987
H -1.38268 -0.52491 -33.69701
H -3.40469 1.23961 -32.30388
H -1.11020 1.09655 -31.16160
H -1.36702 -0.63262 -30.94440
H -2.43846 0.51294 -30.14830
H -4.27931 -0.80856 -31.45641
H -4.25565 -1.01015 -33.03607
C -10.20179 -3.58763 -28.99261
O -9.88521 -4.74811 -28.24030
C -10.86240 -5.03063 -27.27728
C -10.57064 -6.37461 -26.64986
C -10.80808 -7.51467 -27.62916
N -11.43815 -6.46438 -25.46896
H -10.21908 -2.74187 -28.27790
H -11.20237 -3.66823 -29.42127
H -9.38991 -3.38851 -29.68352
H -10.79125 -4.29868 -26.45246
H -11.88728 -4.96011 -27.66859
H -9.53357 -6.37960 -26.31654
H -11.82716 -7.48454 -28.01885
H -10.54725 -8.48365 -27.20723
H -10.17176 -7.36516 -28.51442
H -11.43672 -7.40186 -25.07756
H -12.40959 -6.35632 -25.75515
C -5.55201 0.51276 -29.44320
O -5.26923 -0.80849 -29.81041
C -5.52701 -1.76736 -28.79505
C -5.56707 -3.10917 -29.48787
C -6.20395 -4.15405 -28.57724
N -4.18828 -3.54026 -29.87800
H -4.86759 0.87018 -28.66347
H -6.58490 0.63594 -29.09854
H -5.41319 1.12950 -30.33358
H -4.70249 -1.75527 -28.07118
H -6.47614 -1.57038 -28.27961
H -6.14122 -3.02284 -30.41542
H -7.24531 -3.94304 -28.33899
H -5.60572 -4.23048 -27.66364
H -6.14464 -5.12595 -29.07192
H -3.61146 -3.35934 -29.05354
H -3.87590 -2.77584 -30.49057
C -8.36046 -0.67778 -31.48623
O -7.91019 -0.05133 -32.66341
C -7.03175 -0.87524 -33.39884
C -6.19263 -0.02437 -34.31717
C -7.01534 0.78650 -35.30611
N -5.26469 -0.95516 -34.98389
H -8.62051 -1.72843 -31.66504
H -9.23809 -0.14260 -31.12931
H -7.58417 -0.65919 -30.70988
H -6.36395 -1.42976 -32.72693
H -7.62330 -1.60862 -33.96912
H -5.58576 0.66190 -33.71922
H -7.67984 1.50718 -34.83181
H -7.55482 0.13786 -36.00248
H -6.33811 1.35143 -35.95873
H -5.78613 -1.59772 -35.57135
H -4.59085 -0.49166 -35.58014
C -1.06558 -3.74968 -34.16938
O -2.32581 -4.34469 -34.31722
C -2.91051 -4.62439 -33.06096
C -4.32358 -5.14167 -33.24944
C -5.22107 -4.06196 -33.82907
N -4.86253 -5.61236 -31.96178
H -0.43575 -4.33682 -33.49076
H -1.14870 -2.72054 -33.78897
H -0.60120 -3.68088 -35.15306
H -2.30621 -5.37104 -32.52217
H -2.90751 -3.70832 -32.44914
H -4.25537 -5.96866 -33.96381
H -4.78640 -3.74391 -34.78456
H -5.24817 -3.16578 -33.20319
H -6.23023 -4.40527 -34.05545
H -4.67098 -4.89736 -31.25811
H -4.31301 -6.40791 -31.64672
C -1.07065 -9.80219 -28.56810
O -1.81582 -8.67771 -28.17088
C -1.01259 -7.54387 -27.93622
C -1.85693 -6.30150 -28.01026
C -3.01100 -6.33997 -27.01062
N -2.31652 -6.10920 -29.39745
H -1.75958 -10.59369 -28.86286
H -0.45136 -10.16986 -27.73907
H -0.43793 -9.60033 -29.44075
H -0.53288 -7.62763 -26.94580
H -0.18142 -7.46825 -28.65144
H -1.21819 -5.44521 -27.75907
H -2.63381 -6.40040 -25.98108
H -3.67430 -7.17611 -27.22087
H -3.56474 -5.39846 -27.04686
H -2.77245 -6.98388 -29.66050
H -3.04256 -5.39872 -29.42691
C -6.60743 3.46603 -27.76119
O -6.90220 4.70455 -27.19880
C -7.18881 5.69090 -28.18879
C -7.24378 7.05366 -27.52788
C -8.43791 7.15630 -26.57660
N -7.36138 8.02575 -28.63575
H -7.31075 3.21227 -28.56204
H -6.68818 2.73510 -26.95238
H -5.57748 3.38282 -28.13432
H -6.39516 5.66532 -28.94246
H -8.16769 5.46491 -28.63658
H -6.32485 7.25742 -26.98009
H -9.38641 7.14844 -27.11225
H -8.35656 8.07645 -25.99284
H -8.43706 6.34045 -25.84686
H -7.62591 8.94514 -28.30816
H -8.07287 7.71762 -29.28778
C -10.87195 -3.72303 -33.85086
O -10.47285 -4.84763 -33.11896
C -9.14719 -5.22388 -33.41727
C -8.76700 -6.45932 -32.62327
C -8.79145 -6.18460 -31.11270
N -7.45923 -6.91373 -33.11511
H -10.93266 -3.92784 -34.92662
H -10.20884 -2.86955 -33.66467
H -11.87257 -3.43201 -33.52388
H -9.03013 -5.44378 -34.48717
H -8.43014 -4.41511 -33.18331
H -9.50711 -7.23144 -32.86842
H -9.81685 -6.02236 -30.77087
H -8.22803 -5.27018 -30.90862
H -8.39513 -7.05754 -30.59159
H -6.77494 -6.23119 -32.76967
H -7.18845 -7.76344 -32.61896
C -3.08014 -2.43403 -25.08261
C -1.97702 -2.95899 -25.95326
O -2.44701 -2.89562 -27.31202
H -3.96515 -3.05547 -25.22586
H -3.32028 -1.41360 -25.37796
H -2.77411 -2.46392 -24.03846
H -1.75869 -4.00918 -25.73539
H -1.06625 -2.36634 -25.83494
H -1.71158 -3.05424 -27.91322
C -7.11377 -7.37806 -27.55102
C -7.45362 -8.76813 -27.05405
O -6.51616 -9.71530 -27.61487
H -6.11234 -7.08727 -27.23724
H -7.79147 -6.60085 -27.18885
H -7.20926 -7.36376 -28.63710
H -8.46379 -9.07457 -27.33125
H -7.39610 -8.81720 -25.96184
H -6.03670 -10.12256 -26.89004
*
```

=====

(3)
Computed, not measured: one molecule with the formula C3H9NOS at a distorted geometry, with the ωB97M-V functional and the def2-TZVPD basis.

HOMO-LUMO gap (eV): 9.24
HOMO (eV): -8.7
Energy above the lowest of the compared OMol25 structures with the same formula, charge and spin (kcal per mole): 120.8
SMILES: C=[S@@H](=O)NCC
Lowest unoccupied orbital energy (eV): 0.6

ORCA input file:
```
! RIJCOSX wB97M-V def2-TZVPD def2/J DEFGRID3
* xyz 0 1
C -2.67504 1.18962 -0.33137
S -1.61482 0.08790 0.22685
O -2.17208 -1.18972 0.57306
N -0.05937 -0.29224 -0.50561
C 1.10567 0.17891 0.20183
C 2.28892 -0.68895 -0.12651
H -2.21274 1.99875 -0.79899
H -3.51386 0.74377 -0.71562
H -0.90451 0.64510 1.55343
H 0.01717 -1.32698 -0.65973
H 1.23811 1.20898 -0.04589
H 0.84422 0.22514 1.23011
H 3.23105 -0.21402 0.26406
H 2.12957 -1.72290 0.47662
H 2.29771 -0.84336 -1.34223
*
```